1.
{
  "formula": "C17H22N4OS2",
  "method": "ωB97M-V/def2-TZVPD",
  "e_homo_ev": -7.90,
  "symbols": ["S", "N", "O", "S", "C", "C", "C", "C", "C", "C", "C", "C", "C", "C", "N", "N", "N", "C", "C", "C", "C", "C", "C", "C", "H", "H", "H", "H", "H", "H", "H", "H", "H", "H", "H", "H", "H", "H", "H", "H", "H", "H", "H", "H", "H", "H"],
  "coordinates": [[2.5840, -0.5584, -4.7377], [-2.0154, -1.0676, 1.1595], [3.9992, 2.6027, -1.0859], [-3.9582, -1.4871, -0.4535], [1.7917, 0.2034, -3.4958], [-2.2685, -1.3455, -0.1102], [-4.2840, -1.1819, 1.2091], [-3.1697, -1.0238, 1.9254], [-3.2474, -0.6168, 6.1502], [-2.5298, 0.1805, 5.3008], [-4.0110, -1.6025, 5.6395], [-2.5927, 0.0148, 3.8835], [-4.1345, -1.7713, 4.1941], [-3.3259, -0.9918, 3.3707], [2.3442, 1.3789, -3.0434], [0.8121, -0.4268, -2.7740], [-1.1794, -1.4180, -1.0090], [5.0959, 2.8531, -0.2030], [4.2362, 2.8834, -2.4291], [3.7165, 1.7486, -3.3611], [0.9379, -0.3211, -1.2946], [-0.2352, -1.3092, -3.2796], [0.2598, -1.4630, -0.5451], [-1.5148, -1.2525, -2.4567], [-5.2788, -1.2873, 1.6000], [-3.1568, -0.5905, 7.2400], [-1.8883, 0.9515, 5.7032], [-4.5005, -2.2808, 6.3020], [-2.0361, 0.6476, 3.1927], [-4.7113, -2.6076, 3.8161], [1.9712, 1.6917, -2.1914], [5.0545, 2.3026, 0.6831], [4.9004, 3.9042, 0.0772], [6.0606, 2.7336, -0.6076], [5.3593, 2.9135, -2.6776], [3.6406, 3.7455, -2.8233], [3.7727, 2.1289, -4.2861], [4.2870, 0.8745, -3.2222], [0.6122, 0.6553, -0.9212], [2.0170, -0.4159, -0.9566], [0.1249, -2.3562, -3.4082], [-0.4837, -0.8879, -4.2863], [0.4238, -1.4552, 0.4895], [0.7838, -2.4175, -0.8836], [-2.2312, -1.9743, -2.8109], [-2.0323, -0.3040, -2.5832]]
}

---

2.
{
  "formula": "C17H22N5O4PS6Ta",
  "method": "ωB97M-V/def2-TZVPD",
  "spin_multiplicity": 2,
  "e_homo_ev": [-7.82, -8.44],
  "symbols": ["Ta", "S", "C", "S", "C", "C", "N", "C", "N", "N", "C", "C", "N", "H", "H", "H", "H", "H", "H", "H", "H", "C", "C", "O", "P", "S", "S", "O", "C", "C", "H", "H", "H", "H", "H", "H", "H", "H", "H", "H", "O", "S", "O", "N", "C", "S", "C", "C", "C", "C", "C", "C", "H", "H", "H", "H"],
  "coordinates": [[-0.3378, 0.0628, 0.0328], [-0.3964, -0.0085, 2.4483], [1.3363, -0.3287, 2.3859], [2.0648, 0.1314, 0.8686], [2.0019, -0.9735, 3.3817], [1.3192, -1.4111, 4.5596], [0.7621, -1.7901, 5.4920], [3.3952, -1.2736, 3.2638], [4.5155, -1.5147, 3.1661], [0.1361, 0.4055, -2.2256], [0.8434, 1.6696, -2.5023], [0.2252, 2.7427, -1.6290], [0.2737, 2.2704, -0.2319], [0.6634, -0.3972, -2.5541], [-0.7755, 0.4056, -2.7012], [0.7785, 1.9443, -3.5563], [1.8967, 1.5382, -2.2469], [-0.8187, 2.8872, -1.9061], [0.7466, 3.6941, -1.7410], [-0.3350, 2.8290, 0.3725], [1.2152, 2.3401, 0.1459], [0.0679, -4.2947, 2.5673], [-1.2731, -3.8966, 2.0032], [-1.3352, -4.1900, 0.5704], [-1.1566, -3.0496, -0.5038], [-2.3999, -1.5224, -0.1896], [0.6686, -2.2360, -0.5012], [-1.3932, -3.8207, -1.8563], [-2.7318, -4.2677, -2.2117], [-3.2520, -3.4326, -3.3561], [0.0690, -4.1096, 3.6425], [0.8708, -3.7083, 2.1209], [0.2637, -5.3523, 2.3921], [-1.4817, -2.8369, 2.1582], [-2.0840, -4.4769, 2.4383], [-3.3825, -4.2046, -1.3375], [-2.6248, -5.3165, -2.4812], [-3.3355, -2.3861, -3.0615], [-4.2383, -3.7913, -3.6532], [-2.5838, -3.5062, -4.2139], [-3.1687, 1.0453, 2.1187], [-2.8351, 2.0349, 1.1421], [-1.9102, 3.0812, 1.5062], [-2.2647, 1.3136, -0.2671], [-3.1183, 1.5016, -1.2921], [-2.9549, 0.9469, -2.8498], [-4.3098, 2.3108, -0.9047], [-5.3739, 2.6897, -1.7078], [-6.3829, 3.4546, -1.1414], [-6.3343, 3.8376, 0.1975], [-5.2711, 3.4603, 1.0058], [-4.2814, 2.7004, 0.4176], [-5.4002, 2.3866, -2.7454], [-7.2246, 3.7603, -1.7484], [-7.1362, 4.4337, 0.6119], [-5.2201, 3.7437, 2.0482]]
}

---

3.
{
  "formula": "C17H23AsCl2NOPdS",
  "method": "ωB97M-V/def2-TZVPD",
  "spin_multiplicity": 3,
  "total_charge": -1,
  "e_homo_ev": [-2.29, -4.12],
  "symbols": ["Pd", "Cl", "C", "C", "C", "Cl", "C", "C", "C", "C", "N", "C", "C", "O", "H", "H", "H", "H", "C", "As", "C", "C", "S", "H", "H", "H", "H", "H", "H", "H", "H", "H", "C", "C", "C", "C", "C", "H", "H", "H", "H", "H", "H", "H", "H", "H", "H"],
  "coordinates": [[0.4069, -1.3468, 1.1012], [-2.3223, 4.2094, 0.9593], [-0.9679, 3.4854, 0.1302], [0.0986, 4.2451, -0.2303], [1.3505, 3.8173, -0.7939], [2.2274, 5.1345, -1.5709], [1.9976, 2.5943, -0.6704], [3.2961, 2.2952, -1.1028], [3.8972, 1.0822, -0.7506], [3.1913, 0.1394, 0.0163], [1.9556, 0.2759, 0.4155], [1.2530, 1.5082, 0.0858], [-1.1135, 2.1222, -0.2873], [-1.1315, 0.9594, 0.4232], [0.0153, 5.3141, -0.0626], [3.8484, 3.0426, -1.6557], [4.9131, 0.8559, -1.0451], [3.6805, -0.7925, 0.2899], [-1.4384, -4.3421, 1.3160], [-1.0319, -2.8112, 2.4539], [-2.5581, -1.5903, 2.1238], [-1.7132, -3.4922, 4.1728], [1.0902, -2.5645, 2.9508], [-2.4607, -4.6761, 1.4987], [-0.7378, -5.1423, 1.5484], [-1.3148, -4.0519, 0.2748], [-3.4814, -2.0345, 2.5028], [-2.6366, -1.3896, 1.0566], [-2.3639, -0.6449, 2.6273], [-2.6941, -3.9492, 4.0282], [-1.7935, -2.6554, 4.8659], [-1.0021, -4.2146, 4.5678], [-1.4554, -0.4596, -1.8783], [-0.1851, 0.3938, -1.9212], [-0.2910, 1.4180, -3.0618], [0.9950, -0.5344, -2.2199], [-0.0612, 1.2014, -0.6158], [-1.5754, -0.9765, -2.8330], [-2.3440, 0.1444, -1.6919], [-1.3775, -1.2110, -1.0847], [-0.3937, 0.8987, -4.0187], [0.6028, 2.0435, -3.1030], [-1.1573, 2.0662, -2.9206], [0.8174, -1.0160, -3.1858], [1.0980, -1.3137, -1.4611], [1.9374, 0.0097, -2.2823], [0.9299, 1.9524, 1.0387]]
}

---

4.
{
  "formula": "C17H23AsCuF22O5Pt",
  "method": "ωB97M-V/def2-TZVPD",
  "spin_multiplicity": 3,
  "total_charge": 1,
  "e_homo_ev": [-13.01, -13.01],
  "symbols": ["Pt", "Cu", "As", "F", "F", "F", "F", "F", "F", "O", "C", "O", "O", "H", "C", "C", "C", "F", "F", "F", "F", "O", "C", "C", "F", "F", "F", "F", "H", "H", "H", "H", "C", "C", "C", "F", "F", "F", "F", "O", "C", "C", "F", "F", "F", "F", "H", "H", "H", "H", "C", "C", "C", "C", "C", "C", "H", "H", "H", "H", "H", "H", "H", "H", "H", "H", "H", "H", "H", "H"],
  "coordinates": [[3.2129, 2.2355, -0.8610], [2.7694, -0.1576, -4.4480], [6.2485, 0.7537, -2.7458], [7.3151, 1.5360, -1.5336], [7.6176, 0.5147, -3.8255], [5.0714, 0.0938, -3.9207], [4.8555, 1.1029, -1.6885], [6.1188, 2.4319, -3.4575], [6.5326, -0.8494, -1.9909], [-0.0487, 1.0739, -2.6657], [1.0597, 1.3168, -2.0409], [2.2260, 1.0573, -2.4250], [1.0474, 1.8283, -0.9195], [-0.7614, 1.4447, -2.1402], [0.7578, 2.2777, 2.6085], [0.9392, 3.7585, 2.1929], [1.5992, 4.5757, 3.3490], [2.5918, 3.9475, 4.0032], [2.1166, 5.6912, 2.9133], [1.7265, 3.7919, 1.1004], [-0.2000, 4.3137, 1.9095], [0.1859, 2.2352, 3.9476], [-0.0699, 0.9249, 4.4615], [-0.7519, 1.1053, 5.8735], [0.0021, 1.7644, 6.7340], [-1.9450, 1.6705, 5.7983], [-0.8431, 0.2866, 3.5716], [1.0179, 0.1906, 4.6393], [1.7503, 1.8301, 2.6594], [0.1350, 1.7504, 1.8859], [0.8139, 4.8022, 4.0702], [-0.9665, 0.1647, 6.3808], [1.0571, -3.3476, 0.9289], [1.4646, -2.0058, 0.1863], [2.6869, -1.3068, 0.7585], [3.8269, -1.8915, 0.3702], [2.7714, 0.0055, 0.5100], [1.6070, -2.1803, -1.1347], [0.3168, -1.3188, 0.2698], [0.8863, -3.1173, 2.3206], [-0.3665, -3.7147, 2.7902], [-0.4521, -3.5355, 4.3966], [-0.3435, -2.2708, 4.8636], [-1.5928, -4.0561, 4.8735], [-1.3511, -3.0863, 2.2010], [-0.3271, -4.9776, 2.4220], [1.8658, -4.0355, 0.6821], [0.1390, -3.7414, 0.4929], [2.7398, -1.3688, 1.8454], [0.3355, -4.1341, 4.8542], [-3.0311, 1.9073, -4.9933], [-4.0231, 1.2935, -3.9467], [-3.5118, -0.0444, -3.4612], [-4.4838, -0.6110, -2.3731], [-4.1089, -2.0579, -1.9531], [-4.2039, -3.1379, -2.9954], [-3.4550, 2.8182, -5.4160], [-2.9260, 1.1750, -5.7938], [-2.0327, 2.0618, -4.5841], [-4.1530, 1.9399, -3.0787], [-4.9944, 1.2755, -4.4410], [-2.5231, 0.0093, -3.0055], [-3.3627, -0.7675, -4.2630], [-4.4408, 0.0330, -1.4948], [-5.5286, -0.6961, -2.6721], [-3.0955, -2.0334, -1.5524], [-4.6945, -2.3350, -1.0765], [-5.2049, -3.1133, -3.4259], [-3.5934, -2.9370, -3.8758], [-4.0212, -4.1603, -2.6648]]
}